Computed, not measured: a cluster of 9 separate species, C25H56Br16NO3PSSi in total at a distorted geometry, with ωB97M-V with the def2-TZVPD basis set.

Summary:
Total charge   0
Total energy   -1183150.307 eV
SMILES   CP(O)[C@@H](CN)O[C@H](S)CCO[Si](C)(C)C.BrCCBr.BrCCBr.BrCCBr.BrCCBr.BrCCBr.BrCCBr.BrCCBr.BrCCBr
Strongest force on any atom   1.43 eV/A

Cartesian coordinates (Å):
C1 0.603 -0.121 -0.384
P1 -1.208 -0.391 -0.287
O1 -1.807 1.129 -0.514
C2 -1.516 -1.415 -1.795
C3 -3.013 -1.686 -1.940
N1 -3.311 -2.179 -3.289
O2 -0.897 -1.054 -3.035
C4 -0.881 0.298 -3.407
S1 -2.505 1.076 -3.655
C5 -0.045 0.378 -4.674
C6 0.475 1.775 -5.002
O3 -0.226 2.358 -6.102
Si1 -0.614 3.985 -6.088
C7 -0.441 4.540 -7.880
C8 0.563 5.023 -5.062
C9 -2.374 4.354 -5.582
H1 0.855 0.889 -0.103
H2 0.979 -0.321 -1.381
H3 1.061 -0.828 0.296
H4 -2.673 1.164 -0.075
H5 -1.072 -2.370 -1.526
H6 -3.308 -2.420 -1.192
H7 -3.590 -0.790 -1.755
H8 -2.540 -2.763 -3.595
H9 -4.102 -2.814 -3.225
H10 -0.409 0.934 -2.662
H11 -2.758 0.619 -4.881
H12 0.789 -0.304 -4.558
H13 -0.632 0.013 -5.505
H14 1.508 1.662 -5.312
H15 0.412 2.381 -4.101
H16 0.503 5.069 -7.976
H17 -0.385 3.693 -8.551
H18 -1.225 5.226 -8.177
H19 0.606 4.701 -4.029
H20 1.558 5.004 -5.489
H21 0.183 6.037 -5.042
H22 -2.535 5.414 -5.758
H23 -2.582 4.140 -4.544
H24 -3.083 3.822 -6.204
Br1 0.347 1.225 2.734
C10 2.193 1.143 3.333
C11 2.559 2.335 4.176
Br2 2.828 3.925 3.087
H25 2.810 1.059 2.443
H26 2.269 0.228 3.916
H27 3.508 2.173 4.682
H28 1.798 2.581 4.908
Br3 -2.918 -3.444 1.942
C12 -3.703 -5.220 2.036
C13 -4.008 -5.750 0.661
Br4 -5.593 -4.913 -0.090
H29 -4.590 -5.147 2.656
H30 -2.964 -5.846 2.531
H31 -4.233 -6.814 0.701
H32 -3.201 -5.577 -0.044
Br5 6.967 4.661 4.339
C14 5.782 6.198 4.188
C15 6.142 7.062 3.010
Br6 7.727 8.131 3.369
H33 5.841 6.732 5.130
H34 4.786 5.779 4.065
H35 5.348 7.776 2.804
H36 6.348 6.481 2.118
Br7 -1.241 -4.902 -3.552
C16 -2.061 -6.580 -4.113
C17 -3.408 -6.337 -4.736
Br8 -4.769 -5.936 -3.402
H37 -2.108 -7.220 -3.236
H38 -1.376 -7.008 -4.842
H39 -3.786 -7.224 -5.243
H40 -3.385 -5.500 -5.427
Br9 7.988 4.785 9.007
C18 9.307 4.379 7.635
C19 10.292 5.502 7.450
Br10 9.500 6.983 6.474
H41 8.752 4.165 6.727
H42 9.814 3.479 7.976
H43 11.133 5.169 6.846
H44 10.656 5.898 8.392
Br11 -3.254 -9.665 -1.834
C20 -3.992 -11.013 -3.023
C21 -3.879 -10.637 -4.474
Br12 -5.190 -9.289 -4.978
H45 -5.023 -11.159 -2.719
H46 -3.421 -11.917 -2.825
H47 -4.100 -11.503 -5.094
H48 -2.903 -10.243 -4.738
Br13 -4.994 -0.645 0.961
C22 -5.399 -0.401 2.844
C23 -5.268 1.038 3.262
Br14 -3.403 1.569 3.418
H49 -4.727 -1.056 3.389
H50 -6.424 -0.743 2.970
H51 -5.701 1.190 4.248
H52 -5.729 1.719 2.554
Br15 0.767 0.907 7.242
C24 2.612 0.821 7.857
C25 2.985 2.017 8.691
Br16 3.261 3.600 7.596
H53 3.233 0.726 6.973
H54 2.681 -0.090 8.447
H55 3.931 1.846 9.199
H56 2.222 2.270 9.420